24
Properties=species:S:1:pos:R:3:mulliken_charge:R:1 method="wB97M-V/def2-TZVPD" lumo_energy_ev="-5.45 / -4.99" charge=+1 e_homo_ev="-12.52 / -12.91" homo_lumo_gap_ev="7.07 / 7.92" de_lowest_kcal_mol=104.4
N 2.0284 -0.7459 0.4535 -0.2515
N -1.1517 -1.7363 -0.4356 0.0334
C -2.4216 -1.5497 0.1682 -0.4621
C -1.5891 0.6018 1.0453 -0.8071
C -2.6419 -0.4410 0.8602 -0.4056
C 1.9175 0.5450 0.6009 0.1269
C -0.2797 -0.8078 -0.5090 -0.5446
C -0.4906 0.5744 -0.0731 1.9666
C -0.9301 1.3644 -1.3249 -1.5749
C 0.7230 1.2161 0.5069 -1.3878
C 3.1898 -1.3880 -0.0138 -0.9250
H 3.5345 -0.9820 -0.9718 0.3693
H -1.1285 0.4337 2.0235 0.4311
H -0.9502 -2.6665 -0.7933 0.3305
H -3.1286 -2.3488 0.0308 0.4673
H 0.6771 2.2785 0.6875 0.4495
H 4.0133 -1.2320 0.6942 0.3628
H -1.7997 0.9077 -1.7896 0.3818
H -0.1133 1.3858 -2.0443 0.4147
H -2.0217 1.6025 1.0532 0.4257
H 2.9963 -2.4562 -0.0918 0.3012
H -3.5690 -0.2978 1.3968 0.4097
H 2.8130 1.1574 0.7476 0.4382
H -1.1746 2.3865 -1.0499 0.4495

25
Properties=species:S:1:pos:R:3:mulliken_charge:R:1 method="wB97M-V/def2-TZVPD" lumo_energy_ev=-4.76 charge=+1 e_homo_ev=-13.73 homo_lumo_gap_ev=8.96 smiles="CCN(C(C)=O)[n+]1ccccc1" de_lowest_kcal_mol=81.3
O -2.5473 1.0806 1.3717 -0.5135
N -0.5925 0.3245 0.5902 -0.5232
N 0.1740 -0.1516 -0.3984 0.2708
C 0.8390 0.0593 -2.6519 -0.8291
C -0.2706 0.3873 3.1498 -1.0969
C -2.6128 -0.2215 -0.5616 -1.3177
C 0.2648 1.0957 1.9254 -0.3125
C 0.2515 0.5862 -1.5144 -0.0313
C 1.4273 -1.8676 -1.3659 -0.6236
C 1.5805 -1.1170 -2.4995 -0.1511
C -1.9772 0.5344 0.4914 0.7304
C 0.7296 -1.3682 -0.2973 0.1086
H 0.6994 0.2478 3.6966 0.3646
H -0.3025 1.4982 -1.4874 0.5650
H 1.2261 0.7258 1.5736 0.3751
H -2.2136 -0.0664 -1.5046 0.4204
H 1.7826 -2.9185 -1.1300 0.3379
H 0.7797 0.4744 -3.5964 0.4922
H -2.5088 -1.2583 -0.2913 0.3310
H -3.6269 -0.0659 -0.4368 0.3969
H -0.6962 -0.5751 3.0443 0.3708
H 2.2412 -1.4812 -3.2485 0.4600
H 0.4716 -1.7113 0.6860 0.5398
H -1.0932 1.0103 3.5519 0.3115
H 0.1116 2.1907 1.7710 0.3239

25
Properties=species:S:1:pos:R:3:mulliken_charge:R:1 method="wB97M-V/def2-TZVPD" lumo_energy_ev=-2.90 charge=+1 e_homo_ev=-13.64 homo_lumo_gap_ev=10.74 de_lowest_kcal_mol=37.5
O 0.6976 1.7138 2.5665 -0.3723
N -0.5565 0.4935 1.2525 -0.0297
N -0.5605 -1.0241 -0.8543 -0.3733
C 0.6335 0.7902 1.6032 0.8681
C 0.4219 -1.7257 -3.3061 -0.0070
C 0.5046 -0.4130 -2.8775 -0.8894
C 1.8797 0.2723 1.1749 -1.2443
C -0.0632 -0.0488 -1.6717 -0.1764
C -0.6057 2.2872 2.8407 -0.2709
C -0.1625 -2.6849 -2.4878 -0.4045
C -1.5028 1.4101 1.9326 -0.6697
C -0.6312 -2.3179 -1.2615 -0.3014
H -1.2704 -2.8696 -0.5722 0.4140
H -0.2821 -3.8031 -2.8777 0.2611
H -0.7612 -0.3195 0.4875 0.4484
H 0.6734 0.3274 -3.6176 0.3902
H -0.9138 2.3406 3.8926 0.3007
H 0.8413 -2.1572 -4.1793 0.4101
H 2.5643 0.3731 2.0319 0.3720
H 0.0264 0.8786 -1.2345 0.6149
H -0.5955 3.3623 2.4785 0.2538
H -2.2704 0.8406 2.3660 0.4044
H 2.2001 0.9695 0.4537 0.3512
H 1.8432 -0.6910 0.7682 0.3672
H -2.1100 1.9956 1.0914 0.2831

25
Properties=species:S:1:pos:R:3:mulliken_charge:R:1 method="wB97M-V/def2-TZVPD" lumo_energy_ev=-8.29 charge=+2 e_homo_ev=-17.21 homo_lumo_gap_ev=8.93 smiles="C[N+]#CCC[N+]1=C2CN=CC[C@@H]21" de_lowest_kcal_mol=141.0
N -2.0652 1.0665 0.8482 -0.4271
N 2.5544 0.7567 -0.1019 0.0327
N -0.1109 -0.7886 -0.2577 -0.0300
C 2.0381 -1.6250 0.5700 -0.7678
C -1.2228 -0.5459 -1.1108 -0.4928
C -2.8550 0.1447 0.5754 -0.1330
C -0.8147 1.6587 0.2797 -0.7761
C 2.4169 -0.3250 0.2782 0.6251
C -0.4933 0.4541 -0.3939 0.7119
C 2.4676 2.0812 -0.5570 -0.5572
C -2.6656 -0.8452 -0.5651 -0.7383
C 0.4617 -1.7099 0.6098 -0.5311
H -0.2204 2.1109 1.0162 0.4548
H 0.1114 -2.7485 0.3850 0.4223
H -1.0513 -0.4894 -2.1858 0.4703
H 0.0967 -1.6735 1.6275 0.4241
H 1.3883 2.2338 -0.7347 0.2614
H -3.4283 -0.7120 -1.3378 0.3850
H 2.4298 -2.4050 0.0209 0.4202
H 2.5360 -1.9327 1.5224 0.3615
H -1.2245 2.5150 -0.3144 0.3588
H -3.5802 -0.0264 1.2781 0.4985
H 2.9216 2.6533 0.2761 0.3393
H 3.0366 2.1413 -1.4563 0.3287
H -2.7268 -1.9892 -0.2719 0.3588

26
Properties=species:S:1:pos:R:3:mulliken_charge:R:1 method="wB97M-V/def2-TZVPD" lumo_energy_ev="-5.34 / -5.81" charge=+1 e_homo_ev="-12.59 / -12.58" homo_lumo_gap_ev="7.25 / 6.77" de_lowest_kcal_mol=105.3
P -1.6394 0.9680 1.7056 0.0850
N -1.9449 0.8509 -0.1051 -0.0593
N -0.9479 0.0392 -0.6377 -0.1861
N -0.0860 0.4271 1.4656 -0.3660
C 0.0865 -0.0502 0.2559 0.3074
C 1.2201 -0.9066 -0.0620 0.5963
C 3.3088 -2.4625 -0.8173 -0.4080
C 2.0932 -2.5801 -1.4911 -0.5526
C -1.5210 2.7497 1.8553 -0.5294
C -3.2145 0.9740 -0.6665 -0.7537
C 1.0392 -1.8129 -1.1341 -0.3674
C 3.4380 -1.7421 0.3056 -0.3643
C 2.3285 -0.9733 0.7206 -0.2399
H -1.2022 3.0743 0.6920 -0.1051
H -3.8139 1.2868 0.2463 0.2457
H -0.9123 0.0963 -1.6630 0.3997
H -3.7155 0.0776 -1.1221 0.3203
H 2.6297 -0.3513 1.6248 0.3113
H 4.4613 -1.6580 0.8072 0.3198
H 1.8225 -3.3024 -2.2815 0.3329
H -3.1395 1.7316 -1.5266 0.3118
H 0.1088 -1.8621 -1.7136 0.4010
H -0.7926 2.8691 2.6296 0.3843
H 4.2157 -3.1931 -0.8711 0.2510
H -2.5254 3.1010 1.9984 0.3525
H -1.2971 2.6488 -0.2149 0.3128

33
Properties=species:S:1:pos:R:3:mulliken_charge:R:1 method="wB97M-V/def2-TZVPD" lumo_energy_ev=-1.25 e_homo_ev=-7.83 homo_lumo_gap_ev=6.59
S -1.2471 0.4003 -1.5754 1.2709
S -0.7355 -0.9528 4.9700 -0.4392
Na 1.3989 2.0473 4.4799 0.9015
O -2.4598 0.1842 -0.7661 -0.7228
O -0.3862 1.5460 -1.2917 -0.6336
O 4.0057 -0.0311 -0.2437 -0.5628
O 2.6160 -1.6025 -0.9086 -0.6234
N 2.9064 -0.6646 -0.1252 0.9197
N 0.6282 -0.3307 0.7592 0.3907
N 1.0003 1.4368 2.0974 -0.6271
N 1.2531 0.6778 6.1395 -0.7943
C 2.2360 0.9732 1.5498 -0.3855
C -0.0929 -1.4527 0.1122 -1.2554
C -0.8048 -0.0901 -4.3467 -1.1126
C -1.8353 0.4105 -3.2977 -0.5494
C 0.0650 0.5475 1.6389 0.4629
C 0.3436 0.0391 5.6665 0.4344
C -0.2999 -1.1144 -1.3701 -0.6305
C 1.9622 -0.0552 0.6767 0.0143
C -1.4151 0.7034 1.9142 -0.9498
H 3.1766 1.4535 1.6532 0.5030
H 0.5363 -2.3453 0.1957 0.4169
H -1.6592 1.6897 1.5114 0.3011
H -0.7657 -1.1765 -4.2893 0.3141
H -2.0631 0.0281 1.3501 0.2187
H -1.9841 1.4724 -3.5776 0.3585
H -1.1150 -1.4391 0.5960 0.4717
H -1.4309 0.5595 3.0345 0.1741
H -1.1744 0.0770 -5.3699 0.3696
H 0.7074 -1.1073 -1.8827 0.6127
H 0.2140 0.3182 -4.2960 0.3131
H -2.7799 -0.1397 -3.2429 0.3860
H -0.8008 -2.0624 -1.7616 0.4526